1.
Below is a single C4H8N2S molecule, with properties calculated with ωB97M-V/def2-TZVPD.

Last columns: bonded neighbours and bond lengths (Å).
Element x y z (Å)
1 H 0.070 3.122 0.138  N2 1.047
2 N -0.545 2.306 -0.094  H1 1.047, C3 1.274
3 C 0.062 1.187 -0.054  N2 1.274, S4 1.800, N6 1.391
4 S 1.805 0.848 0.242  C3 1.800, C5 1.811
5 C 2.172 -0.825 -0.347  S4 1.811, H9 1.094, H10 1.105, H11 1.098
6 N -0.519 -0.036 -0.375  C3 1.391, C7 1.442, C8 1.446
7 C -1.956 -0.038 -0.258  N6 1.442, C8 1.491, H12 1.101, H13 1.070
8 C -1.111 -0.860 0.655  N6 1.446, C7 1.491, H14 1.094, H15 1.127
9 H 1.660 -1.601 0.230  C5 1.094
10 H 1.943 -0.947 -1.421  C5 1.105
11 H 3.227 -0.899 -0.051  C5 1.098
12 H -2.445 0.804 0.257  C7 1.101
13 H -2.441 -0.550 -1.062  C7 1.070
14 H -0.948 -0.552 1.692  C8 1.094
15 H -0.973 -1.959 0.447  C8 1.127

Values from the calculation:
Highest occupied orbital energy   -0.3289 Ha
SMILES   [H]/N=C(\SC)N1CC1
Energy above the lowest of the compared OMol25 structures with the same formula, charge and spin   53.0 kcal per mole
HOMO-LUMO gap   9.83 eV

***

2.
Below is 2 unconnected molecules or ions with the total composition C3H11NO2, with properties calculated with ωB97M-V/def2-TZVPD.

Last columns: bonded neighbours and bond lengths (Å).
Element x y z (Å)
1 C -0.396 -0.211 -2.555  N2 1.427, H6 1.078, H7 1.102, H8 1.100
2 N 0.286 0.428 -1.476  C1 1.427, C3 1.453, H9 1.020
3 C 1.287 -0.219 -0.645  N2 1.453, C4 1.528, H10 1.092, H11 1.084
4 C 0.888 -0.176 0.830  C3 1.528, O5 1.415, H12 1.098, H13 1.097
5 O 1.390 -1.285 1.552  C4 1.415, H14 0.962
6 H -0.611 -1.243 -2.330  C1 1.078
7 H 0.186 -0.106 -3.484  C1 1.102
8 H -1.241 0.439 -2.830  C1 1.100
9 H 0.455 1.406 -1.713  N2 1.020
10 H 1.378 -1.248 -0.999  C3 1.092
11 H 2.238 0.257 -0.857  C3 1.084
12 H 1.301 0.706 1.335  C4 1.098
13 H -0.177 -0.032 1.048  C4 1.097
14 H 1.340 -2.065 0.991  O5 0.962
15 H -2.866 1.920 3.649  O17 0.969
16 H -2.778 0.362 3.417  O17 0.964
17 O -2.682 1.067 4.069  H15 0.969, H16 0.964

Values from the calculation:
⟨S²⟩   0.754
Highest occupied orbital energy (spin up / spin down)   -0.5074 / -0.5074 Ha
Energy above the lowest of the compared OMol25 structures with the same formula, charge and spin   29.3 kcal per mole
HOMO-LUMO gap (spin up / spin down)   10.18 / 5.55 eV
Total charge   +1
Multiplicity   2

***

3.
Below is 2 unconnected molecules or ions with the total composition C3H13N2O, with properties calculated with ωB97M-V/def2-TZVPD.

Last columns: bonded neighbours and bond lengths (Å).
Element x y z (Å)
1 C -0.310 1.190 -1.507  N2 1.522, C3 1.519, H6 1.097, H7 1.083
2 N -1.743 0.913 -1.076  C1 1.522, H8 1.008, H9 1.009
3 C 0.460 -0.116 -1.401  C1 1.519, N4 1.536, H10 1.088, H11 1.091
4 N 0.574 -0.444 0.094  C3 1.536, C5 1.494, H12 1.026, H13 1.019
5 C 1.957 -0.362 0.654  N4 1.494, H14 1.077, H15 1.107, H16 1.087
6 H -0.384 1.367 -2.587  C1 1.097
7 H 0.022 2.012 -0.886  C1 1.083
8 H -2.379 1.603 -1.442  N2 1.008
9 H -1.723 0.984 -0.069  N2 1.009
10 H -0.111 -0.851 -1.966  C3 1.088
11 H 1.439 0.038 -1.857  C3 1.091
12 H 0.181 -1.386 0.206  N4 1.026
13 H -0.105 0.019 0.696  N4 1.019
14 H 2.442 -1.246 0.275  C5 1.077
15 H 2.379 0.604 0.315  C5 1.107
16 H 1.884 -0.087 1.703  C5 1.087
17 H -1.336 -1.994 3.427  O19 0.958
18 H -2.056 -0.925 2.657  O19 0.956
19 O -1.191 -1.317 2.764  H17 0.958, H18 0.956

Values from the calculation:
Highest occupied orbital energy   -0.5053 Ha
Energy above the lowest of the compared OMol25 structures with the same formula, charge and spin   35.1 kcal per mole
HOMO-LUMO gap   10.65 eV
Total charge   +1

***

4.
Below is 2 unconnected molecules or ions with the total composition C9H14, with properties calculated with ωB97M-V/def2-TZVPD.

Last columns: bonded neighbours and bond lengths (Å).
Element x y z (Å)
1 C -3.464 1.333 0.617  C7 1.515, H13 1.033, H14 1.075, H15 1.187
2 C 0.520 0.141 -0.775  C3 1.409, C4 1.427, H8 1.136
3 C -0.411 0.681 -1.686  C2 1.409, C5 1.400, H9 1.145
4 C 0.105 -0.143 0.560  C2 1.427, C6 1.405, H10 1.094
5 C -1.691 1.030 -1.239  C3 1.400, C7 1.416, H11 1.084
6 C -1.181 0.231 0.985  C4 1.405, C7 1.439, H12 1.111
7 C -2.137 0.826 0.089  C1 1.515, C5 1.416, C6 1.439
8 H 1.529 -0.208 -1.165  C2 1.136
9 H -0.160 0.441 -2.777  C3 1.145
10 H 0.850 -0.763 1.067  C4 1.094
11 H -2.246 1.527 -2.027  C5 1.084
12 H -1.493 -0.074 2.007  C6 1.111
13 H -3.403 2.336 0.856  C1 1.033
14 H -3.845 0.799 1.468  C1 1.075
15 H -4.237 1.053 -0.238  C1 1.187
16 C 3.213 -2.262 0.861  C17 1.495, H18 1.082, H19 1.005, H20 1.078
17 C 3.739 -1.033 0.189  C16 1.495, H21 1.062, H22 1.075, H23 1.162
18 H 3.918 -2.984 1.252  C16 1.082
19 H 2.666 -1.975 1.653  C16 1.005
20 H 2.422 -2.708 0.280  C16 1.078
21 H 4.473 -0.568 0.799  C17 1.062
22 H 2.941 -0.370 -0.089  C17 1.075
23 H 4.427 -1.329 -0.699  C17 1.162

Values from the calculation:
⟨S²⟩   0.762
Highest occupied orbital energy (spin up / spin down)   0.0372 / -0.1231 Ha
Energy above the lowest of the compared OMol25 structures with the same formula, charge and spin   33.6 kcal per mole
HOMO-LUMO gap (spin up / spin down)   2.69 / 7.01 eV
Total charge   -1
Multiplicity   2

***

5.
Below is 2 unconnected molecules or ions with the total composition H2N2O2S, with properties calculated with ωB97M-V/def2-TZVPD.

Last columns: bonded neighbours and bond lengths (Å).
Element x y z (Å)
1 N 0.508 -0.349 0.651  N2 1.151
2 N 0.668 -1.411 0.238  N1 1.151, H7 1.153
3 O -2.171 -1.107 -0.540  S5 1.430
4 O -2.701 1.356 0.004  S5 1.650, H6 1.010
5 S -2.127 -0.113 0.487  O3 1.430, O4 1.650
6 H -3.438 1.830 0.508  O4 1.010
7 H 1.616 -2.014 0.499  N2 1.153

Values from the calculation:
⟨S²⟩   2.010
Highest occupied orbital energy (spin up / spin down)   -0.2778 / -0.4087 Ha
Energy above the lowest of the compared OMol25 structures with the same formula, charge and spin   0.0 kcal per mole
HOMO-LUMO gap (spin up / spin down)   8.10 / 10.43 eV
Multiplicity   3

***

Number 1: DFT total energy -18091.4441 eV. Number 2: DFT total energy -8864.8392 eV. Number 3: DFT total energy -8342.4609 eV. Number 4: DFT total energy -9557.3399 eV. Number 5: DFT total energy -17938.9883 eV.